## A
Below is a 2-piece molecular cluster, C4H12N4 overall, with properties calculated with ωB97M-V with the def2-TZVPD basis set.

For the HOMO energy, the calculation gives -7.77 eV. Its SMILES is C/C=C/N.N=C(N)N. The net charge is 0.

Structure (XYZ):
```
20
Properties=species:S:1:pos:R:3:nbo_charge:R:1
N -0.145 2.728 -0.297 -0.836
C -0.145 2.034 -1.494 0.576
N -1.282 2.226 -2.257 -0.827
N 0.765 1.236 -1.885 -0.785
H 0.762 2.952 0.076 0.389
H -0.806 3.480 -0.200 0.374
H -1.741 3.119 -2.182 0.373
H -1.211 1.824 -3.176 0.402
H 1.416 1.020 -1.136 0.334
C 1.533 -1.133 1.970 -0.625
C 0.235 -1.844 1.703 -0.298
C -0.147 -2.216 0.491 0.007
N -1.298 -2.933 0.157 -0.817
H 1.818 -0.488 1.134 0.202
H 1.447 -0.479 2.835 0.208
H 2.352 -1.834 2.148 0.207
H -0.421 -2.061 2.543 0.186
H 0.503 -1.993 -0.348 0.184
H -1.530 -2.874 -0.820 0.373
H -2.104 -2.764 0.738 0.372
```

=====

## B
Below is one molecule with the formula C4H12N4, with properties calculated with ωB97M-V with the def2-TZVPD basis set.

For the HOMO energy, the calculation gives -6.87 eV. Its SMILES is C[C@@H]1N[C@]1(N)N(C)N. The net charge is 0.

Structure (XYZ):
```
20
Properties=species:S:1:pos:R:3:nbo_charge:R:1
C -0.737 1.274 0.244 -0.028
C -0.086 -1.916 -0.133 -0.417
C -1.987 0.736 0.826 -0.646
N 0.716 -0.725 0.142 -0.344
C 0.383 0.611 -0.469 0.344
N 2.080 -1.007 0.431 -0.690
N 1.576 1.384 -0.657 -0.856
N -0.535 0.767 -1.492 -0.632
H -0.520 2.282 0.592 0.198
H 2.505 -0.132 0.744 0.374
H 2.130 -1.673 1.203 0.345
H 2.196 0.930 -1.320 0.386
H 1.402 2.364 -0.849 0.383
H -1.211 0.026 -1.645 0.351
H -1.127 -1.759 0.144 0.192
H -0.047 -2.203 -1.187 0.172
H 0.229 -2.778 0.463 0.208
H -1.829 0.445 1.870 0.226
H -2.772 1.500 0.812 0.224
H -2.367 -0.128 0.280 0.213
```

=====

Most stable one: A, least stable one: B.

=====

## A
Below is C14H30ClNO4PRuSe2 as an isolated structure, with properties calculated with ωB97M-V with the def2-TZVPD basis set.

For the HOMO energy (spin up / spin down), the calculation gives -1.06 / -1.91 eV. The net charge is -2. As for the spin multiplicity: 6. Its expectation value of S² is 8.781.

Structure (XYZ):
```
54
Properties=species:S:1:pos:R:3:nbo_charge:R:1
Ru -0.205 0.328 0.673 0.604
O 0.488 3.333 3.264 -0.755
C 0.194 4.359 2.357 -0.046
C 0.161 4.009 0.847 -0.153
C 0.232 5.368 0.112 -0.028
O 0.380 5.312 -1.285 -0.773
C 1.391 3.217 0.350 -0.558
Se 1.902 1.497 1.189 -0.213
C -1.191 3.388 0.454 -0.575
Se -1.930 1.902 1.535 -0.238
H -0.155 2.617 3.121 0.492
H 0.965 5.119 2.527 0.157
H -0.786 4.805 2.597 0.147
H 1.092 5.933 0.496 0.146
H -0.671 5.946 0.374 0.139
H 0.049 4.465 -1.648 0.522
H 2.278 3.847 0.453 0.201
H 1.255 2.990 -0.703 0.251
H -1.152 3.017 -0.564 0.270
H -1.952 4.171 0.510 0.199
C 0.547 -0.354 4.477 -0.615
C 0.443 -1.298 3.262 0.045
C 1.870 -1.667 2.800 -0.616
C -0.280 -2.595 3.686 -0.601
N -0.296 -0.699 2.215 -0.428
H 1.078 -0.843 5.298 0.181
H -0.450 -0.068 4.815 0.207
H 1.087 0.548 4.183 0.237
H 2.377 -2.287 3.544 0.184
H 2.447 -0.758 2.626 0.229
H 1.800 -2.209 1.857 0.203
H 0.254 -3.101 4.495 0.182
H -0.348 -3.259 2.822 0.206
H -1.291 -2.358 4.022 0.206
Cl -2.437 0.611 -5.034 -0.814
C -0.158 1.156 -3.879 -0.367
C -0.264 1.713 -2.562 0.706
O -0.294 2.955 -2.406 -0.753
O -0.261 0.883 -1.531 -0.853
H 0.028 1.834 -4.693 0.193
H 0.054 0.112 -4.026 0.174
C -0.086 -3.158 -0.350 -0.957
P -0.164 -1.391 -0.975 1.084
C -1.480 -1.703 -2.202 -0.944
C 1.423 -1.480 -1.897 -0.938
H -0.016 -3.881 -1.168 0.198
H -0.986 -3.369 0.231 0.222
H 0.778 -3.284 0.305 0.214
H -1.120 -2.434 -2.929 0.209
H -1.780 -0.803 -2.729 0.299
H -2.344 -2.113 -1.676 0.223
H 1.426 -2.369 -2.533 0.201
H 2.231 -1.549 -1.166 0.232
H 1.573 -0.591 -2.502 0.257
```

=====

## B
Below is C14H30ClNO4PRuSe2 as an isolated structure, with properties calculated with ωB97M-V with the def2-TZVPD basis set.

For the HOMO energy (spin up / spin down), the calculation gives -1.31 / -2.07 eV. The net charge is -2. As for the spin multiplicity: 6. Its expectation value of S² is 8.780.

Structure (XYZ):
```
54
Properties=species:S:1:pos:R:3:nbo_charge:R:1
Ru -0.319 -0.389 0.122 0.636
O 0.230 2.761 2.956 -0.759
C 0.008 3.789 2.015 -0.048
C -0.009 3.405 0.524 -0.146
C 0.061 4.766 -0.210 -0.030
O 0.152 4.715 -1.616 -0.775
C 1.227 2.614 0.035 -0.555
Se 1.723 0.864 0.803 -0.223
C -1.365 2.790 0.125 -0.577
Se -2.006 1.210 1.107 -0.244
H -0.376 2.034 2.729 0.492
H 0.801 4.525 2.186 0.158
H -0.951 4.291 2.221 0.144
H 0.946 5.308 0.148 0.148
H -0.820 5.353 0.093 0.139
H -0.193 3.870 -1.975 0.517
H 2.111 3.237 0.184 0.202
H 1.122 2.448 -1.031 0.242
H -1.349 2.510 -0.921 0.261
H -2.135 3.553 0.260 0.199
C 0.478 -0.939 3.830 -0.620
C 0.392 -1.974 2.698 0.044
C 1.809 -2.375 2.262 -0.614
C -0.350 -3.217 3.213 -0.599
N -0.367 -1.422 1.614 -0.434
H 1.010 -1.353 4.694 0.180
H -0.530 -0.648 4.138 0.210
H 1.001 -0.048 3.477 0.247
H 2.316 -2.920 3.066 0.186
H 2.399 -1.493 2.014 0.231
H 1.766 -3.019 1.380 0.196
H 0.172 -3.656 4.070 0.185
H -0.424 -3.970 2.424 0.200
H -1.361 -2.941 3.520 0.209
Cl -2.311 -0.970 -6.073 -0.969
C -0.057 0.650 -4.241 -0.292
C -0.306 1.235 -2.929 0.703
O -0.471 2.468 -2.853 -0.736
O -0.306 0.421 -1.922 -0.819
H -0.085 1.286 -5.111 0.185
H 0.197 -0.391 -4.350 0.173
C -0.414 -3.971 -0.656 -0.948
P -0.350 -2.289 -1.388 1.054
C -1.672 -2.389 -2.626 -0.951
C 1.203 -2.384 -2.336 -0.948
H -0.402 -4.740 -1.433 0.211
H -1.329 -4.064 -0.068 0.236
H 0.436 -4.117 0.013 0.226
H -1.453 -3.159 -3.369 0.228
H -1.811 -1.451 -3.158 0.304
H -2.601 -2.642 -2.114 0.228
H 1.198 -3.237 -3.018 0.212
H 2.031 -2.474 -1.631 0.232
H 1.333 -1.459 -2.892 0.264
```

=====

Most stable one: B, least stable one: A.

=====

## A
Below is an isolated ion of composition C2H8N3O2 and charge +1, with properties calculated with ωB97M-V with the def2-TZVPD basis set.

For the HOMO energy, the calculation gives -12.13 eV. Its SMILES is NN(O)C(=O)C[NH3+]. The net charge is +1.

Structure (XYZ):
```
15
Properties=species:S:1:pos:R:3:nbo_charge:R:1
C -0.045 -0.453 -0.236 0.620
C -1.076 0.569 0.001 -0.376
N 2.552 -0.709 -0.030 -0.655
N 1.529 0.061 0.315 -0.001
N -2.342 -0.182 0.064 -0.690
O -0.274 -1.606 -0.422 -0.535
O 1.619 1.360 -0.246 -0.585
H -0.897 1.222 -0.838 0.288
H -1.001 1.169 0.920 0.272
H 2.676 -1.647 0.341 0.415
H 2.958 -0.527 -0.960 0.373
H -2.116 -1.149 -0.141 0.470
H -3.234 0.254 -0.251 0.466
H -2.576 -0.193 1.094 0.445
H 2.229 1.830 0.389 0.494
```

=====

## B
Below is an isolated ion of composition C2H8N3O2 and charge +1, with properties calculated with ωB97M-V with the def2-TZVPD basis set.

For the HOMO energy, the calculation gives -14.41 eV. Its SMILES is CN(O)/C(N)=[NH+]\O. The net charge is +1.

Structure (XYZ):
```
15
Properties=species:S:1:pos:R:3:nbo_charge:R:1
C 0.252 -0.602 -0.092 0.621
C -1.849 0.781 -0.017 -0.429
N -0.352 -1.759 -0.281 -0.757
N -0.415 0.563 -0.085 -0.058
N 1.628 -0.642 -0.007 -0.285
O 0.199 1.776 -0.025 -0.506
O 2.442 0.442 -0.260 -0.488
H -2.058 1.122 1.013 0.214
H -1.987 1.629 -0.653 0.248
H -2.490 0.015 -0.259 0.230
H -1.078 -2.069 0.258 0.429
H 0.317 -2.346 -0.696 0.407
H 2.020 -1.530 -0.291 0.383
H 0.273 2.207 0.927 0.496
H 3.097 0.411 0.468 0.494
```

=====

Most stable one: B, least stable one: A.

=====

## A
Below is one molecule with the formula C5H10N2, with properties calculated with ωB97M-V with the def2-TZVPD basis set.

For the HOMO energy, the calculation gives -9.31 eV. Its SMILES is C[C@H]1N[C@H]1[C@H]1CN1. The net charge is 0.

Structure (XYZ):
```
17
Properties=species:S:1:pos:R:3:nbo_charge:R:1
C 1.683 -1.047 0.048 -0.641
C 0.438 -1.334 -0.766 -0.072
N -0.853 -1.533 -0.120 -0.591
C -0.590 -0.267 -0.809 -0.097
C -0.273 1.078 -0.206 -0.104
C -1.298 1.911 0.459 -0.257
N -0.222 1.290 1.235 -0.581
H 2.243 -1.956 0.277 0.216
H 1.461 -0.532 0.990 0.220
H 2.334 -0.374 -0.521 0.218
H 0.566 -1.983 -1.627 0.193
H -0.693 -1.620 0.877 0.348
H -1.181 -0.190 -1.719 0.206
H 0.518 1.603 -0.748 0.204
H -1.246 2.995 0.391 0.199
H -2.302 1.503 0.550 0.195
H -0.584 0.456 1.690 0.341
```

=====

## B
Below is one molecule with the formula C5H10N2, with properties calculated with ωB97M-V with the def2-TZVPD basis set.

For the HOMO energy, the calculation gives -8.80 eV. Its SMILES is N[C@@H]1CN[C@H]2C[C@H]12. The net charge is 0.

Structure (XYZ):
```
17
Properties=species:S:1:pos:R:3:nbo_charge:R:1
C -0.372 -0.303 1.039 -0.054
C 0.972 -0.992 0.617 -0.248
C 0.293 0.287 -1.070 -0.079
C -1.102 0.850 -1.508 -0.346
C -0.924 -0.079 -0.333 -0.269
H 0.473 1.591 1.183 0.342
H -0.907 1.429 2.006 0.355
H -1.021 -0.893 1.684 0.209
H 1.722 -0.497 1.280 0.196
H 1.049 -2.096 0.814 0.200
H 1.990 -0.987 -1.196 0.372
H 0.652 1.157 -0.552 0.131
H -1.828 0.396 -2.165 0.226
H -1.088 1.929 -1.405 0.217
H -1.200 -1.058 -0.749 0.201
N -0.040 0.946 1.799 -0.830
N 1.033 -0.882 -0.851 -0.624
```

=====

## C
Below is one molecule with the formula C5H10N2, with properties calculated with ωB97M-V with the def2-TZVPD basis set.

For the HOMO energy, the calculation gives -9.02 eV. Its SMILES is CCN(C#N)CC. The net charge is 0.

Structure (XYZ):
```
17
Properties=species:S:1:pos:R:3:nbo_charge:R:1
C 2.058 -0.650 -0.576 -0.613
C 1.064 -0.996 0.507 -0.199
C -0.159 1.195 0.740 -0.192
C -0.155 2.054 -0.500 -0.614
C -1.330 -0.804 -0.101 0.428
H 2.920 -1.305 -0.352 0.207
H 1.784 -0.715 -1.632 0.217
H 2.431 0.346 -0.423 0.195
H 0.916 -2.104 0.451 0.217
H 1.606 -0.693 1.392 0.195
H 0.738 1.398 1.398 0.205
H -1.163 1.362 1.262 0.210
H -0.998 1.763 -1.039 0.217
H 0.830 2.003 -1.043 0.207
H -0.287 3.059 -0.208 0.210
N -0.138 -0.240 0.337 -0.502
N -2.383 -1.175 -0.369 -0.389
```

=====

## D
Below is one molecule with the formula C5H10N2, with properties calculated with ωB97M-V with the def2-TZVPD basis set.

For the HOMO energy, the calculation gives -8.59 eV. Its SMILES is C[C@@]12C[C@]1(C)NN2. The net charge is 0.

Structure (XYZ):
```
17
Properties=species:S:1:pos:R:3:nbo_charge:R:1
C 1.310 -0.669 0.104 -0.452
C 0.362 0.092 -0.748 0.113
C -0.180 -0.605 0.470 0.063
C 0.366 1.689 -1.017 -0.629
C -0.696 -0.234 1.802 -0.623
N -0.484 -0.759 -1.633 -0.448
N -1.034 -1.385 -0.484 -0.445
H 1.656 -1.663 -0.263 0.217
H 1.952 -0.069 0.764 0.229
H 1.347 2.226 -1.028 0.222
H -0.125 2.066 0.013 0.212
H -0.168 1.935 -1.886 0.214
H 0.141 0.103 2.399 0.216
H -1.302 -0.985 2.159 0.231
H -1.271 0.740 1.811 0.206
H -1.106 -0.082 -1.974 0.335
H -0.767 -2.399 -0.489 0.338
```

=====

Most stable one: C, least stable one: B.